{
  "formula": "C39H45N5O4PPtSSe",
  "method": "ωB97M-V/def2-TZVPD",
  "species": ["Pt", "N", "P", "C", "C", "C", "C", "C", "C", "C", "C", "C", "C", "C", "C", "C", "C", "C", "C", "C", "N", "H", "H", "H", "H", "H", "H", "H", "H", "H", "H", "H", "H", "H", "H", "H", "C", "C", "C", "C", "C", "C", "C", "C", "N", "C", "C", "C", "C", "C", "C", "C", "C", "C", "C", "H", "H", "H", "H", "H", "H", "H", "H", "H", "H", "H", "H", "H", "H", "H", "H", "H", "H", "H", "H", "H", "H", "H", "H", "C", "N", "C", "C", "N", "C", "S", "H", "H", "H", "H", "H", "H", "O", "Se", "O", "O", "O"],
  "positions_angstrom": [[-0.02922, -0.24688, 0.40557], [-1.18111, 1.94947, 2.06126], [0.13847, 0.70207, 2.43726], [1.17217, 2.03258, 3.13810], [0.74477, 2.78585, 4.22796], [1.52933, 3.82231, 4.71538], [2.74111, 4.11999, 4.10703], [3.16838, 3.36956, 3.02011], [2.39415, 2.32199, 2.54148], [-0.90152, -0.06560, 3.73521], [-0.46759, -0.25189, 5.04221], [-1.29612, -0.86320, 5.97287], [-2.55031, -1.32149, 5.59688], [-2.98155, -1.15711, 4.28799], [-2.16506, -0.52077, 3.36646], [-1.86257, 1.97525, 0.91219], [-2.90133, 2.90385, 0.66275], [-3.56725, 2.87464, -0.53140], [-3.21729, 1.92569, -1.49620], [-2.20308, 1.04982, -1.20396], [-1.53028, 1.06186, -0.03456], [-1.52080, 2.57850, 2.77231], [-0.19412, 2.55370, 4.72009], [1.19293, 4.39499, 5.57114], [3.35268, 4.93081, 4.48386], [4.11352, 3.59024, 2.53970], [2.73775, 1.73335, 1.69718], [0.53086, 0.05881, 5.32080], [-0.94928, -1.00469, 6.98902], [-3.18567, -1.81908, 6.31961], [-3.94992, -1.53304, 3.98094], [-2.49488, -0.40650, 2.34051], [-3.14418, 3.62646, 1.43042], [-4.36055, 3.58731, -0.72313], [-3.71433, 1.86631, -2.45295], [-1.88944, 0.28034, -1.89127], [1.48257, 2.33186, -3.92275], [1.01733, 0.89834, -3.88128], [1.06297, 0.09589, -5.02262], [0.68871, -1.23711, -4.92445], [0.75022, -2.13850, -6.13389], [0.24333, -1.75936, -3.71536], [0.11181, -0.96429, -2.54764], [0.57025, 0.37277, -2.68682], [-0.43300, -1.34763, -1.35352], [-1.11433, -2.64696, -1.18303], [-2.25438, -2.84393, -2.21005], [-2.96846, -4.18444, -1.99715], [-1.95313, -5.33032, -2.08236], [-0.88624, -5.16339, -0.99425], [-1.55264, -5.15000, 0.38351], [-2.55278, -3.99269, 0.44102], [-3.63232, -4.19478, -0.62052], [-1.80953, -2.67534, 0.19512], [-0.13843, -3.84277, -1.20829], [1.96953, 2.56179, -4.87186], [2.19126, 2.52105, -3.11252], [0.64327, 3.02059, -3.79873], [1.42051, 0.49953, -5.96455], [1.40295, -1.72285, -6.90297], [-0.24098, -2.27077, -6.57569], [1.12202, -3.13057, -5.86951], [-0.00339, -2.80853, -3.69824], [0.59109, 1.00274, -1.80399], [-1.89663, -2.78893, -3.23476], [-2.96635, -2.01936, -2.08299], [-3.72804, -4.31138, -2.77596], [-1.48090, -5.33658, -3.07142], [-2.46781, -6.29071, -1.96156], [-0.17406, -5.99303, -1.04940], [-0.79821, -5.01963, 1.16443], [-2.06783, -6.10060, 0.56563], [-3.00557, -3.95184, 1.43635], [-4.37570, -3.39214, -0.56094], [-4.15736, -5.14311, -0.45594], [-1.07421, -2.55298, 0.99166], [-2.50945, -1.83280, 0.25166], [0.41144, -3.87854, -2.15006], [0.59923, -3.68203, -0.41946], [3.92541, -0.85018, -3.29500], [4.11593, -1.33801, -1.94736], [4.36675, -2.66070, -1.61158], [4.43321, -2.72325, -0.26931], [4.24740, -1.44074, 0.19405], [4.00271, -0.58388, -0.82361], [3.60719, 1.05118, -0.71193], [3.17359, -1.44932, -3.80712], [4.86747, -0.87128, -3.84666], [3.56099, 0.16952, -3.23115], [4.45898, -3.42666, -2.36047], [4.54832, -3.55221, 0.40359], [4.05228, -1.22216, 1.16004], [1.41274, -1.64083, 0.76064], [1.63080, -1.98363, 2.39637], [3.12541, -2.56768, 2.57178], [0.42596, -2.87321, 2.98533], [1.60010, -0.42048, 3.04470]],
  "forces_ev_per_a": [[-0.32, -0.16, -0.41], [-0.07, -0.04, -0.15], [-0.02, 0.03, 0.30], [0.04, -0.01, -0.02], [0.01, -0.02, 0.01], [0.01, 0.00, -0.02], [-0.01, -0.01, 0.01], [-0.01, -0.02, -0.01], [-0.02, 0.01, -0.03], [-0.07, 0.07, 0.01], [0.00, 0.01, -0.02], [0.00, -0.01, -0.01], [0.00, 0.00, 0.03], [0.01, 0.01, -0.02], [0.03, -0.02, 0.06], [0.03, -0.04, 0.01], [0.00, -0.01, 0.01], [0.00, 0.02, 0.01], [0.03, -0.03, 0.00], [0.02, -0.02, 0.05], [0.08, 0.11, 0.11], [0.04, 0.07, -0.01], [0.00, 0.00, -0.01], [0.00, 0.00, 0.00], [0.00, 0.00, 0.00], [0.00, 0.00, 0.00], [-0.01, 0.02, 0.02], [0.00, 0.00, 0.01], [0.00, 0.00, 0.00], [0.00, 0.00, 0.00], [0.00, 0.00, 0.00], [-0.02, 0.00, 0.00], [0.00, -0.01, -0.01], [0.00, -0.01, 0.00], [0.00, 0.01, 0.01], [0.01, 0.00, -0.02], [0.01, -0.03, 0.01], [0.04, 0.01, -0.03], [0.00, 0.03, 0.00], [-0.01, -0.04, 0.02], [-0.01, 0.02, 0.02], [0.01, 0.01, -0.04], [-0.01, -0.01, 0.06], [0.00, -0.04, 0.06], [-0.03, -0.10, 0.00], [0.04, 0.05, -0.02], [-0.01, 0.00, 0.00], [0.01, 0.02, 0.00], [0.00, 0.00, 0.01], [0.00, 0.04, 0.00], [-0.01, 0.01, -0.01], [0.01, 0.01, 0.00], [0.00, -0.01, 0.00], [0.04, -0.01, 0.01], [-0.01, 0.01, -0.01], [-0.01, 0.00, 0.00], [-0.01, 0.00, -0.01], [0.01, 0.00, 0.01], [-0.01, 0.00, 0.01], [0.00, 0.00, 0.00], [0.00, 0.00, 0.00], [0.00, 0.00, 0.00], [-0.01, -0.01, 0.00], [0.02, 0.01, -0.01], [0.02, 0.01, -0.03], [0.00, 0.00, 0.01], [0.00, 0.00, 0.00], [0.00, 0.00, 0.00], [0.00, 0.00, 0.00], [0.00, 0.00, 0.00], [0.00, 0.00, 0.00], [0.00, 0.00, 0.01], [0.00, 0.00, 0.01], [0.00, 0.00, 0.00], [0.00, 0.00, 0.00], [0.02, 0.02, 0.01], [-0.01, 0.00, 0.00], [0.00, -0.01, 0.01], [0.01, 0.00, 0.01], [-0.01, -0.02, -0.01], [-0.08, -0.01, -0.10], [0.04, 0.03, -0.02], [-0.04, 0.00, 0.03], [0.00, 0.10, -0.04], [-0.02, -0.03, 0.00], [0.18, 0.02, -0.01], [-0.01, -0.02, 0.02], [0.00, -0.01, 0.00], [0.02, 0.05, 0.01], [-0.01, 0.01, 0.00], [0.02, 0.01, 0.01], [0.02, -0.08, 0.04], [-0.10, -0.11, 0.12], [0.13, 0.17, -0.17], [-0.08, 0.05, 0.06], [0.11, 0.00, -0.06], [-0.07, -0.12, 0.11]],
  "lowdin_charge": [1.015, -0.072, 0.816, -0.297, -0.101, -0.097, -0.102, -0.074, -0.081, -0.313, -0.086, -0.081, -0.097, -0.082, -0.090, -0.384, -0.023, -0.086, -0.075, -0.116, -0.070, 0.098, 0.100, 0.095, 0.094, 0.103, 0.021, 0.110, 0.099, 0.095, 0.099, 0.089, 0.105, 0.103, 0.098, 0.089, -0.057, -0.306, -0.066, -0.309, -0.063, -0.022, -0.288, -0.055, -0.101, -0.435, -0.084, -0.290, -0.122, -0.284, -0.114, -0.280, -0.130, -0.122, -0.074, 0.068, 0.052, 0.075, 0.101, 0.066, 0.074, 0.071, 0.082, 0.073, 0.098, 0.121, 0.132, 0.116, 0.113, 0.135, 0.119, 0.115, 0.138, 0.115, 0.113, 0.074, 0.109, 0.105, 0.113, -0.029, -0.114, -0.060, -0.084, 0.058, -0.791, 0.590, 0.083, 0.091, 0.042, 0.112, 0.113, 0.109, -0.595, 0.824, -0.446, -0.428, -0.548],
  "homo_ev": -4.1,
  "charge": -1,
  "energy_ev": -145535.4389
}